{"formula": "C25H25N4O4P", "method": "wB97M-V/def2-TZVPD", "species": ["C", "P", "O", "C", "C", "C", "C", "C", "C", "C", "C", "C", "C", "C", "C", "C", "O", "C", "O", "C", "C", "O", "H", "H", "H", "H", "H", "H", "H", "H", "H", "H", "H", "H", "H", "C", "C", "N", "H", "H", "H", "C", "C", "N", "H", "H", "H", "C", "C", "N", "H", "H", "H", "C", "C", "N", "H", "H", "H"], "positions_angstrom": [[3.976, 3.848, -0.112], [4.006, 2.889, -1.762], [5.512, 2.150, -1.750], [2.567, 1.732, -1.598], [1.219, 2.343, -1.823], [-0.031, 1.596, -1.722], [-0.034, 0.157, -1.335], [-1.356, -0.615, -1.218], [-2.397, -0.685, -2.241], [-3.653, -1.422, -2.029], [-3.908, -2.160, -0.774], [-2.860, -2.104, 0.272], [-1.613, -1.350, 0.049], [1.280, -0.455, -1.107], [2.574, 0.305, -1.259], [3.890, -0.493, -1.031], [4.872, -0.560, -1.747], [3.847, -1.432, 0.203], [4.923, -1.579, 1.102], [2.631, -2.165, 0.344], [1.426, -1.964, -0.669], [0.707, -2.851, -1.039], [3.080, 3.545, 0.495], [4.897, 3.577, 0.486], [3.941, 4.960, -0.298], [6.089, 2.703, -2.308], [1.137, 3.420, -2.103], [-1.015, 2.091, -1.935], [-2.268, -0.157, -3.220], [-4.466, -1.468, -2.801], [-4.852, -2.742, -0.619], [-3.037, -2.642, 1.234], [-0.811, -1.314, 0.824], [4.589, -1.805, 1.988], [2.504, -2.915, 1.177], [-3.459, -1.793, -6.183], [-3.081, -0.375, -5.973], [-2.787, 0.723, -5.808], [-2.627, -2.336, -6.630], [-3.712, -2.254, -5.228], [-4.322, -1.852, -6.847], [0.645, 0.539, 2.985], [1.313, -0.535, 2.220], [1.835, -1.368, 1.612], [-0.429, 0.503, 2.811], [0.837, 0.408, 4.050], [1.025, 1.513, 2.671], [-2.154, 3.425, 3.658], [-0.796, 3.466, 3.063], [0.255, 3.498, 2.601], [-2.801, 2.785, 3.058], [-2.101, 3.029, 4.672], [-2.574, 4.430, 3.689], [-2.200, -3.188, 4.601], [-1.820, -1.762, 4.747], [-1.525, -0.658, 4.861], [-1.365, -3.754, 4.189], [-2.466, -3.602, 5.574], [-3.055, -3.276, 3.931]], "charge": 0, "lumo_energy_ev": -0.002, "orbital_gap_ev": 6.5, "spin_multiplicity": 1}

{"formula": "C3H12KO3", "method": "wB97M-V/def2-TZVPD", "species": ["K", "C", "O", "H", "H", "H", "H", "C", "O", "H", "H", "H", "H", "C", "O", "H", "H", "H", "H"], "positions_angstrom": [[0.437, 0.649, -0.350], [0.659, 2.704, 2.500], [0.086, 1.402, 2.334], [1.610, 2.802, 1.965], [0.005, 3.506, 2.160], [0.914, 2.877, 3.547], [-0.051, 1.049, 3.215], [-1.627, -2.309, 1.334], [-0.346, -1.684, 1.046], [-2.185, -2.410, 0.403], [-1.470, -3.304, 1.747], [-2.155, -1.695, 2.057], [0.308, -2.388, 1.034], [0.392, 0.013, -4.034], [1.178, -0.336, -2.879], [-0.315, 0.788, -3.762], [1.042, 0.378, -4.833], [-0.105, -0.874, -4.428], [1.623, -1.169, -3.056]], "charge": 1, "lumo_energy_ev": -3.185, "orbital_gap_ev": 11.0, "relative_energy_ev": 0.000, "spin_multiplicity": 1}

{"formula": "C6H5ClFFe", "method": "wB97M-V/def2-TZVPD", "species": ["Fe", "Cl", "F", "C", "C", "C", "C", "C", "C", "H", "H", "H", "H", "H"], "positions_angstrom": [[25.893, 4.214, 2.333], [26.910, 3.523, 1.160], [28.028, 0.726, 2.755], [28.831, 1.677, 3.276], [28.795, 2.911, 2.720], [29.650, 3.863, 3.349], [30.482, 3.564, 4.461], [30.488, 2.265, 4.954], [29.616, 1.357, 4.362], [28.225, 3.191, 1.847], [29.439, 4.876, 3.043], [31.065, 4.345, 4.925], [31.034, 1.955, 5.833], [29.480, 0.415, 4.872]], "charge": 2, "lumo_energy_ev": [-10.098, -12.410], "orbital_gap_ev": [8.0, 5.6], "spin_multiplicity": 6}